{
  "formula": "C38H76BClF5N8O13PS",
  "method": "ωB97M-V/def2-TZVPD",
  "smiles": "CCP(CC)[C@@]1(S(=O)(=O)C(F)(F)C(F)(F)F)C(=O)N[C@](CC(=O)Cl)(B(C)O)[C@H]1CCCCO.CN(C)C=O.CN(C)C=O.CN(C)C=O.CN(C)C=O.CN(C)C=O.CN(C)C=O.CN(C)C=O",
  "homo_lumo_gap_ha": 0.328,
  "symbols": ["C", "C", "P", "C", "C", "C", "S", "O", "O", "C", "F", "F", "C", "F", "F", "F", "C", "O", "N", "C", "C", "C", "O", "Cl", "B", "C", "O", "C", "C", "C", "C", "C", "O", "H", "H", "H", "H", "H", "H", "H", "H", "H", "H", "H", "H", "H", "H", "H", "H", "H", "H", "H", "H", "H", "H", "H", "H", "H", "H", "H", "C", "O", "N", "C", "C", "H", "H", "H", "H", "H", "H", "H", "C", "O", "N", "C", "C", "H", "H", "H", "H", "H", "H", "H", "C", "O", "N", "C", "C", "H", "H", "H", "H", "H", "H", "H", "C", "O", "N", "C", "C", "H", "H", "H", "H", "H", "H", "H", "C", "O", "N", "C", "C", "H", "H", "H", "H", "H", "H", "H", "C", "O", "N", "C", "C", "H", "H", "H", "H", "H", "H", "H", "C", "O", "N", "C", "C", "H", "H", "H", "H", "H", "H", "H"],
  "positions_angstrom": [[-3.45681, -1.75410, 2.74796], [-3.39394, -0.85750, 1.50279], [-1.76875, -0.47757, 0.71436], [-0.47695, -0.85269, 1.95840], [0.12321, 0.46179, 2.49132], [-1.57044, -1.59214, -0.80220], [-1.71765, -3.41500, -0.46633], [-1.81422, -3.58556, 0.95794], [-0.72276, -4.14169, -1.20568], [-3.34580, -4.16850, -1.05463], [-4.37769, -3.56179, -0.48801], [-3.26398, -5.40707, -0.56886], [-3.60916, -4.29063, -2.58966], [-4.19397, -3.20258, -3.06290], [-4.42703, -5.31104, -2.80337], [-2.49128, -4.48845, -3.26408], [-2.68922, -1.06794, -1.72671], [-3.87690, -1.06888, -1.47743], [-2.11588, -0.58671, -2.85627], [-0.65867, -0.28721, -2.72815], [-0.58680, 1.19275, -2.25530], [0.63888, 1.98909, -2.59959], [1.74754, 1.60701, -2.73677], [0.27563, 3.72336, -2.75080], [-0.01212, -0.60547, -4.17916], [1.48818, -0.93586, -4.45262], [-0.87876, -0.58548, -5.25524], [-0.27544, -1.36103, -1.65612], [1.05059, -1.09094, -0.92833], [1.68454, -2.35528, -0.33134], [3.13235, -2.16030, 0.11868], [3.61573, -3.33010, 0.97381], [3.33411, -4.60267, 0.37765], [-2.70609, -1.49844, 3.49741], [-3.37390, -2.80925, 2.48802], [-4.43639, -1.61491, 3.22295], [-3.77682, 0.13643, 1.76730], [-4.06810, -1.23814, 0.73496], [-0.86616, -1.42932, 2.79938], [0.30304, -1.46550, 1.52036], [-0.67198, 1.17601, 2.74385], [0.75553, 0.95232, 1.74306], [0.68762, 0.24534, 3.39960], [-2.69189, 0.04568, -3.40146], [-0.67144, 1.22754, -1.15725], [-1.44721, 1.74963, -2.63451], [1.83771, -0.28762, -5.26916], [2.16961, -0.81534, -3.61192], [1.55735, -1.95830, -4.85110], [-1.58407, -1.24402, -5.24683], [-0.09259, -2.27360, -2.23815], [1.76175, -0.68214, -1.65560], [0.93203, -0.30226, -0.17638], [1.09360, -2.75633, 0.50320], [1.65309, -3.13791, -1.09563], [3.78792, -2.08485, -0.75898], [3.25713, -1.23882, 0.69709], [4.70386, -3.29594, 1.08075], [3.15502, -3.28008, 1.97010], [2.48101, -4.92073, 0.69854], [6.56401, -0.45923, 1.27920], [5.39891, -0.17299, 1.06538], [7.58936, -0.14315, 0.46966], [8.95611, -0.50867, 0.77515], [7.30435, 0.59209, -0.75059], [6.87903, -1.02398, 2.17371], [9.58294, 0.38045, 0.86457], [9.36978, -1.15020, -0.00540], [8.98394, -1.04987, 1.71924], [6.84077, 1.54666, -0.51534], [6.62066, 0.02772, -1.38594], [8.23585, 0.76745, -1.28319], [5.19758, 5.07929, -1.07548], [6.30293, 5.48683, -0.76261], [4.05493, 5.38531, -0.43987], [2.77571, 4.85661, -0.87577], [4.11418, 6.27269, 0.70703], [5.03725, 4.40604, -1.93573], [2.10669, 5.66668, -1.16484], [2.30983, 4.26698, -0.08190], [2.93169, 4.21423, -1.73905], [4.53256, 7.23909, 0.42413], [4.74756, 5.84983, 1.48767], [3.10764, 6.41440, 1.09335], [2.58548, -1.41040, 4.92604], [1.38226, -1.21650, 4.98875], [3.46568, -1.02994, 5.86645], [4.88550, -1.27858, 5.73686], [2.96461, -0.34172, 7.04646], [3.05697, -1.91805, 4.06744], [5.24647, -1.90059, 6.55845], [5.44376, -0.34057, 5.73935], [5.07748, -1.79468, 4.79754], [2.25126, -0.97872, 7.57211], [2.45359, 0.57535, 6.75927], [3.78978, -0.09358, 7.70763], [-6.03827, 0.56961, -3.79589], [-5.98084, 1.52156, -4.55283], [-7.07944, -0.28340, -3.71330], [-7.05766, -1.40107, -2.79520], [-8.23434, -0.06827, -4.56715], [-5.22726, 0.31257, -3.09381], [-7.14545, -2.34690, -3.33809], [-7.87955, -1.33516, -2.07762], [-6.11597, -1.39998, -2.24874], [-7.94614, -0.10147, -5.61833], [-8.67778, 0.90879, -4.37390], [-8.96965, -0.84484, -4.36809], [-9.56252, -4.33018, -1.91933], [-10.76090, -4.22809, -2.09415], [-8.80988, -5.35957, -2.35770], [-7.37902, -5.41981, -2.13217], [-9.46531, -6.43589, -3.07963], [-8.97544, -3.57036, -1.37543], [-6.85019, -5.46478, -3.08352], [-7.12236, -6.30216, -1.54188], [-7.05906, -4.53181, -1.58864], [-9.95318, -6.05496, -3.97724], [-10.22898, -6.90518, -2.45898], [-8.72070, -7.17758, -3.35964], [2.15752, 6.05619, -4.37717], [1.58606, 6.60066, -3.45024], [3.16757, 6.60481, -5.07794], [3.81173, 5.91050, -6.17224], [3.61962, 7.93651, -4.71071], [1.88467, 5.04615, -4.72639], [4.87482, 5.76682, -5.96881], [3.70838, 6.47153, -7.10321], [3.34846, 4.93417, -6.30267], [3.96687, 7.95160, -3.67718], [2.80547, 8.65575, -4.80182], [4.43501, 8.22668, -5.36897], [1.35715, 1.74973, 9.24860], [2.44070, 2.20425, 8.93235], [0.17422, 2.32651, 8.96447], [-1.08703, 1.73575, 9.35843], [0.17793, 3.58223, 8.23298], [1.25434, 0.80084, 9.80314], [-1.70291, 1.51722, 8.48398], [-1.64171, 2.40715, 10.01697], [-0.89950, 0.80494, 9.89037], [0.66074, 3.45941, 7.26321], [0.72566, 4.34600, 8.78532], [-0.84909, 3.90794, 8.08611]]
}


{
  "formula": "C38H76FNO11S",
  "method": "ωB97M-V/def2-TZVPD",
  "smiles": "COCCCCCCN(C[C@H]1CO1)S(=O)(=O)F.C1CCOC1.C1CCOC1.C1CCOC1.C1CCOC1.C1CCOC1.C1CCOC1.C1CCOC1",
  "homo_lumo_gap_ha": 0.361,
  "symbols": ["C", "O", "C", "C", "C", "C", "C", "C", "N", "C", "C", "C", "O", "S", "O", "O", "F", "H", "H", "H", "H", "H", "H", "H", "H", "H", "H", "H", "H", "H", "H", "H", "H", "H", "H", "H", "H", "C", "C", "C", "O", "C", "H", "H", "H", "H", "H", "H", "H", "H", "C", "C", "C", "O", "C", "H", "H", "H", "H", "H", "H", "H", "H", "C", "C", "C", "O", "C", "H", "H", "H", "H", "H", "H", "H", "H", "C", "C", "C", "O", "C", "H", "H", "H", "H", "H", "H", "H", "H", "C", "C", "C", "O", "C", "H", "H", "H", "H", "H", "H", "H", "H", "C", "C", "C", "O", "C", "H", "H", "H", "H", "H", "H", "H", "H", "C", "C", "C", "O", "C", "H", "H", "H", "H", "H", "H", "H", "H"],
  "positions_angstrom": [[-1.43647, 0.65816, -1.18194], [-0.14753, 0.07094, -1.29059], [0.77722, 0.86921, -2.00830], [1.86407, -0.00825, -2.58792], [2.99116, -0.50111, -1.63202], [2.86912, -0.12844, -0.15949], [2.05772, -1.13134, 0.67292], [2.08353, -0.78977, 2.17522], [0.86814, -0.12676, 2.69716], [0.48340, 1.10635, 2.00384], [1.53931, 2.18668, 2.26777], [1.24080, 3.24153, 3.31347], [2.16538, 2.19873, 3.51550], [-0.46004, -1.06381, 2.91549], [-1.22468, -1.18099, 1.71949], [-1.14643, -0.57965, 4.06346], [0.09645, -2.45409, 3.31295], [-2.06697, 0.31419, -2.00226], [-1.85318, 0.35327, -0.22607], [-1.35723, 1.74710, -1.20175], [0.24817, 1.33081, -2.84692], [1.15646, 1.70387, -1.40715], [2.31960, 0.54236, -3.41066], [1.37088, -0.86166, -3.05041], [3.93209, -0.10178, -2.01005], [3.07932, -1.58197, -1.73814], [3.87730, -0.15699, 0.26417], [2.53013, 0.89383, -0.01076], [1.04131, -1.22203, 0.29782], [2.58008, -2.08091, 0.55308], [2.21309, -1.71479, 2.72854], [2.93981, -0.15617, 2.39816], [-0.44748, 1.46207, 2.43506], [0.38685, 0.97824, 0.92537], [2.11632, 2.50508, 1.41048], [1.60470, 4.16075, 2.87527], [0.24655, 3.09571, 3.70423], [2.30200, -0.83508, 6.59676], [2.38904, -2.14847, 7.37395], [2.97663, -3.08723, 6.33041], [3.80391, -2.28502, 5.48302], [3.56018, -0.90093, 5.74575], [2.25786, 0.04797, 7.23202], [1.41575, -0.83359, 5.95669], [3.07740, -2.03977, 8.21499], [1.43542, -2.49615, 7.76368], [2.18759, -3.53855, 5.71763], [3.57627, -3.88786, 6.76450], [4.42298, -0.49013, 6.28232], [3.45709, -0.36789, 4.79976], [-1.52399, 3.56630, -6.94448], [-2.19072, 2.36957, -6.26804], [-1.06429, 1.84115, -5.39576], [-0.26491, 2.97186, -5.02963], [-0.64306, 4.10138, -5.82329], [-2.22286, 4.30763, -7.32488], [-0.90473, 3.22541, -7.77798], [-3.02351, 2.71089, -5.64744], [-2.56632, 1.62026, -6.96261], [-0.43574, 1.13668, -5.94986], [-1.42394, 1.34611, -4.49190], [-1.19458, 4.80436, -5.18840], [0.25683, 4.59868, -6.18735], [-2.18834, -3.66630, 9.87387], [-1.63939, -3.25267, 11.23752], [-0.19807, -3.73540, 11.14611], [0.17484, -3.64593, 9.76931], [-0.98889, -3.41569, 8.96975], [-3.07088, -3.10746, 9.56733], [-2.44222, -4.72868, 9.87907], [-1.66822, -2.16746, 11.33722], [-2.17804, -3.68117, 12.07953], [-0.10907, -4.78087, 11.46184], [0.49094, -3.13528, 11.74290], [-0.97056, -2.37822, 8.61693], [-0.96235, -4.07532, 8.10150], [-3.07568, 8.39341, -9.67460], [-3.24066, 7.42251, -10.84184], [-2.47694, 6.20427, -10.33893], [-2.61292, 6.20260, -8.91645], [-3.15129, 7.45228, -8.47946], [-3.83122, 9.17662, -9.64272], [-2.09350, 8.86866, -9.71971], [-4.29614, 7.17717, -10.97735], [-2.85564, 7.80068, -11.78738], [-1.41228, 6.27299, -10.58688], [-2.86372, 5.26524, -10.73604], [-4.18854, 7.29390, -8.16502], [-2.58056, 7.80705, -7.62061], [-2.42116, -2.53229, -9.33337], [-0.94939, -2.19528, -9.56784], [-0.81625, -0.86176, -8.85269], [-1.74857, -0.89136, -7.76636], [-2.63171, -2.00343, -7.91945], [-2.65265, -3.59245, -9.42533], [-3.04870, -1.98440, -10.04017], [-0.31216, -2.93843, -9.08615], [-0.67393, -2.14029, -10.62051], [-1.08160, -0.02694, -9.51299], [0.18692, -0.69429, -8.46467], [-2.36808, -2.76034, -7.17232], [-3.65605, -1.67743, -7.73351], [-1.25683, -1.12461, 15.60058], [-1.57602, 0.17782, 14.87040], [-2.17017, -0.33948, 13.56739], [-2.81397, -1.57763, 13.87761], [-2.43093, -2.00178, 15.18767], [-1.17193, -1.01476, 16.68041], [-0.32065, -1.54438, 15.22593], [-2.32386, 0.74590, 15.42772], [-0.70991, 0.81860, 14.71366], [-1.38582, -0.52826, 12.82592], [-2.90067, 0.34220, 13.13079], [-3.28330, -1.86342, 15.86149], [-2.18159, -3.06344, 15.16030], [3.37130, -4.27716, -7.78390], [4.06986, -3.41057, -8.82925], [2.91773, -2.55440, -9.33789], [2.01921, -2.39049, -8.23858], [2.37229, -3.29445, -7.18796], [4.04431, -4.69749, -7.03863], [2.84600, -5.10092, -8.27218], [4.82429, -2.78255, -8.35088], [4.55389, -3.97964, -9.62118], [2.38239, -3.05379, -10.15374], [3.23866, -1.57204, -9.68617], [2.82022, -2.71928, -6.37087], [1.46893, -3.77821, -6.81408]]
}


| no. | LUMO energy (eV) |
| --- | --- |
| 1 | 0.306 |
| 2 | 0.755 |